Entry 1:
Molecular formula: C46H42BrF3N3O4SbTi
Method: DFT, the ωB97M-V functional and the def2-TZVPD basis

Results
HOMO (alpha / beta)   -6.9919 / -7.1566 eV
Molecular weight   1007.4 g/mol
ΔE to the lowest compared entry with this formula, charge and spin   0.00 kJ/mol
LUMO energy (alpha / beta)   -0.803 / -0.770 eV
Kohn-Sham gap (alpha / beta)   6.19 / 6.39 eV

Structure (XYZ):
```
101
Properties=species:S:1:pos:R:3:mulliken_charge:R:1
Ti -0.05690 -0.16263 -0.10638 -1.00
O 0.80244 3.03750 -2.04889 -0.62
C 0.57508 4.07630 -1.21586 0.52
C 0.76733 5.35616 -1.72128 -0.64
C 0.57415 6.46096 -0.90965 -0.32
C 0.19150 6.30652 0.41688 -0.99
C -0.00760 5.02536 0.90800 -0.39
C 0.16494 3.90426 0.10695 0.23
C -0.14132 2.53857 0.65139 0.09
O 0.70668 1.54707 0.17386 0.95
N -1.56321 2.22718 0.30166 -0.57
N -1.87309 0.92142 -0.03008 0.47
C -3.10131 0.63890 -0.25030 -0.60
C -3.56186 -0.73175 -0.52461 0.54
Br -2.25944 -2.08077 -0.36877 0.00
C -4.85096 -0.97132 -0.77050 -0.78
C -5.55113 -2.24514 -1.02101 0.38
C -6.80123 -2.43015 -0.43534 -0.47
C -7.50160 -3.60805 -0.63481 -0.58
C -6.96364 -4.60125 -1.44115 -0.40
C -5.73268 -4.41042 -2.05152 -0.72
C -5.02602 -3.23610 -1.84416 -0.23
H 0.91578 2.21735 -1.52327 -0.17
H 1.09343 5.45982 -2.74544 0.47
H 0.74425 7.44905 -1.31376 0.43
H 0.05835 7.16692 1.05525 0.42
H -0.30474 4.88016 1.94047 0.44
H -0.08879 2.57676 1.75300 0.32
H -2.01181 2.92052 -0.29318 0.48
H -3.86153 1.42011 -0.23178 0.32
H -5.48150 -0.08609 -0.76679 0.43
H -7.22047 -1.64809 0.18444 0.42
H -8.46685 -3.74688 -0.16800 0.38
H -7.51004 -5.52064 -1.60259 0.38
H -5.32168 -5.17502 -2.69527 0.40
H -4.07916 -3.08485 -2.34104 0.58
N -0.29521 -0.27949 2.36471 -0.67
C -0.31090 -1.72334 2.62485 -0.84
C 0.45910 -2.47173 1.54616 0.68
O 0.65268 -3.65713 1.61431 -0.71
O 0.89352 -1.69324 0.55816 0.00
H 0.62848 0.07921 2.61244 -0.11
H -0.97007 0.19978 2.95572 0.27
H -1.34496 -2.07727 2.58842 0.40
H 0.10583 -2.00356 3.59757 0.43
C 0.33086 -2.67987 -2.65271 -2.05
C 0.49139 -1.23850 -3.12979 3.23
C -0.36531 -1.06726 -4.39008 -1.92
C 0.05373 -0.24009 -2.05380 -0.27
C 1.95827 -0.91244 -3.44197 -0.08
C 2.28204 0.24956 -4.14649 -0.17
C 3.59462 0.56345 -4.45660 -1.00
C 4.62809 -0.27291 -4.05152 -0.42
C 4.32684 -1.41470 -3.32715 -0.89
C 3.00634 -1.72931 -3.02932 0.23
H -0.73052 -2.93270 -2.61697 0.15
H 0.75135 -2.84497 -1.65845 0.36
H 0.80894 -3.37742 -3.34414 0.53
H -1.40781 -1.28977 -4.15213 0.35
H -0.04534 -1.74721 -5.18242 0.48
H -0.32855 -0.05144 -4.77867 0.36
H -0.15858 0.72295 -2.54744 0.48
H 1.49746 0.92815 -4.45262 0.12
H 3.80966 1.46565 -5.01515 0.42
H 5.65492 -0.03556 -4.29780 0.45
H 5.12139 -2.06489 -2.98526 0.39
H 2.80298 -2.62087 -2.45388 0.34
F 9.98649 -0.68712 0.07408 -0.35
C 8.65874 -0.42829 0.12957 0.32
C 7.91456 -0.97930 1.14878 -0.77
C 6.55504 -0.69846 1.19856 -0.31
C 5.94282 0.11912 0.25111 0.16
C 6.73839 0.64333 -0.76738 -0.17
C 8.09916 0.38250 -0.83568 -0.67
Sb 3.80697 0.44283 0.28792 0.74
C 3.71995 0.35602 2.42415 -0.02
C 3.19719 -0.80421 2.99448 -0.90
C 3.17704 -1.00279 4.37247 -0.63
C 3.69426 -0.01070 5.17604 0.16
F 3.67594 -0.17750 6.51798 -0.35
C 4.25644 1.14193 4.65988 -0.81
C 4.27325 1.30848 3.28416 -0.38
C 3.88831 2.56328 0.01006 0.75
C 3.60732 3.52533 0.97943 -0.46
C 3.68139 4.88368 0.70502 -0.74
C 4.01891 5.27456 -0.57294 -0.03
F 4.09071 6.59610 -0.85584 -0.43
C 4.26142 4.36546 -1.57964 -0.92
C 4.18753 3.01328 -1.27610 -0.25
H 8.39295 -1.60731 1.88613 0.47
H 5.97532 -1.12654 2.00729 0.35
H 6.31069 1.28244 -1.52636 0.24
H 8.72006 0.79705 -1.61668 0.46
H 2.82644 -1.59847 2.35614 0.62
H 2.78952 -1.90985 4.81375 0.57
H 4.68318 1.87640 5.32754 0.47
H 4.75668 2.19041 2.88161 0.68
H 3.30820 3.22814 1.97662 0.38
H 3.46303 5.62976 1.45510 0.46
H 4.48635 4.71313 -2.57762 0.50
H 4.34486 2.30654 -2.08053 0.20
```

Entry 2:
Molecular formula: C17H47InN2O4PSi
Method: DFT, the ωB97M-V functional and the def2-TZVPD basis

Results
HOMO   -3.7637 eV
Molecular weight   517.5 g/mol
Charge   -1
LUMO energy   2.579 eV
Kohn-Sham gap   6.34 eV

Structure (XYZ):
```
73
Properties=species:S:1:pos:R:3:mulliken_charge:R:1
C 0.02906 -2.80919 -0.14420 -0.69
P -0.87378 -1.10426 -0.40669 0.04
C -0.07265 0.19196 0.78719 -0.63
In -3.23129 -1.49500 0.43651 0.41
Si -4.78965 0.54049 0.21573 0.15
C -5.24924 0.82636 -1.64623 -0.97
C -3.88394 2.13340 0.84179 -0.80
C -6.35894 0.10730 1.31477 -0.93
H -0.81102 -3.61478 0.04894 0.22
H 0.61419 -3.15919 -1.10513 0.07
H 0.72513 -2.80963 0.80461 0.25
H -0.98778 0.81062 1.22662 -0.09
H 0.52685 -0.32936 1.67091 0.24
H 0.64631 0.94615 0.24491 0.25
H -4.09089 -2.88802 -0.37173 -0.32
H -3.17374 -1.86751 2.22779 -0.32
H -5.09481 1.96681 -1.94621 0.26
H -6.36739 0.48650 -1.78721 0.24
H -4.60328 0.16465 -2.39640 0.24
H -2.80018 2.10960 0.34469 0.16
H -4.40125 3.12900 0.43520 0.30
H -3.74195 2.16870 2.02189 0.20
H -6.54582 -1.06830 1.22190 0.21
H -6.05518 0.30387 2.42788 0.24
H -7.32671 0.66031 0.95979 0.26
C 0.11097 -1.58643 -4.29302 -0.74
O 0.94783 -2.68875 -3.96767 -0.22
C 0.79568 -3.81222 -4.84475 -0.87
C 1.99609 -3.94113 -5.80085 -0.15
N 2.01008 -2.87133 -6.80023 -0.33
C 3.28365 -2.72074 -7.51447 -0.69
C 4.56675 -2.48325 -6.68683 -0.46
O 4.64024 -1.20258 -6.05549 -0.44
C 3.86589 -1.08117 -4.87323 -0.46
H 0.09215 -0.91106 -3.43329 0.15
H 0.51192 -1.02910 -5.14120 0.32
H -0.91276 -1.90501 -4.50752 0.34
H -0.15801 -3.78750 -5.38741 0.39
H 0.77933 -4.69902 -4.20253 0.38
H 1.94849 -4.90847 -6.31016 0.40
H 2.89824 -3.92741 -5.18471 0.13
H 1.80540 -1.98732 -6.34501 0.09
H 3.16033 -1.86602 -8.18820 0.37
H 3.43003 -3.60229 -8.15094 0.38
H 5.40721 -2.51262 -7.38717 0.34
H 4.76234 -3.28259 -5.96356 0.35
H 3.85892 -1.99780 -4.28146 0.27
H 2.85407 -0.77192 -5.12882 0.12
H 4.30412 -0.27960 -4.26104 0.32
C -0.06224 3.43626 2.80440 -0.56
O 0.46078 4.25663 3.84110 -0.35
C -0.42573 4.42005 4.95555 -0.74
C 0.04775 3.60106 6.17080 -0.20
N -0.12063 2.16300 5.95386 -0.28
C 0.61398 1.31360 6.89920 -0.70
C 2.14277 1.50213 7.02171 -0.46
O 2.88962 1.07208 5.88093 -0.43
C 2.87448 1.97739 4.78902 -0.29
H 0.54444 3.59556 1.90876 0.27
H 0.01079 2.37995 3.06832 0.12
H -1.09978 3.69078 2.57148 0.38
H -1.46730 4.19548 4.69230 0.36
H -0.38192 5.48034 5.22569 0.40
H -0.52591 3.90130 7.05294 0.40
H 1.09464 3.86164 6.34345 0.13
H 0.19533 1.92786 5.01820 -0.02
H 0.43085 0.27873 6.59070 0.38
H 0.16155 1.42888 7.89201 0.37
H 2.47683 0.86551 7.84683 0.34
H 2.42574 2.52130 7.30725 0.34
H 2.89233 3.02016 5.10959 0.26
H 2.01031 1.77584 4.15870 -0.04
H 3.77027 1.78933 4.17948 0.31
```

Entry 3:
Molecular formula: C34H33EuN9S
Method: DFT, the ωB97M-V functional and the def2-TZVPD basis

Results
HOMO (alpha / beta)   -12.6191 / -13.7578 eV
Molecular weight   751.7 g/mol
Charge   +2
LUMO energy (alpha / beta)   -5.553 / -5.552 eV
Kohn-Sham gap (alpha / beta)   7.07 / 8.21 eV
⟨S²⟩   15.76
Multiplicity   8

Structure (XYZ):
```
78
Properties=species:S:1:pos:R:3:lowdin_spin:R:1
Eu -0.52468 -0.01200 0.19228 7.03
C -2.72959 -0.56335 -2.33038 0.00
C -3.23170 0.89904 -2.54024 0.00
C -2.89922 1.88507 -1.45284 0.00
C -2.83342 3.23109 -1.71162 0.00
C -2.75139 4.22649 -0.74509 0.00
C -2.74541 3.79288 0.58463 0.00
C -2.73355 2.42002 0.84569 0.00
N -2.77796 1.48847 -0.14748 -0.01
N -1.26503 -0.74713 -2.34257 -0.01
C -0.92689 -2.18963 -2.55090 0.00
C 0.53330 -2.39671 -2.23698 0.00
C 1.20327 -3.28133 -3.02575 0.00
C 2.55745 -3.61410 -2.70347 0.00
C 3.09792 -3.09554 -1.54192 0.00
C 2.38331 -2.13811 -0.85951 0.00
N 1.11221 -1.85173 -1.17320 -0.01
C -0.54553 0.03982 -3.36918 0.00
C -0.14731 1.43293 -3.05359 0.00
C -0.12649 2.40721 -4.05259 0.00
C 0.57734 3.61552 -3.82213 0.00
C 1.11106 3.77478 -2.55735 0.00
C 0.89521 2.83903 -1.55328 0.00
N 0.29486 1.73963 -1.75172 -0.01
H -3.11169 -1.19387 -3.11175 0.00
H -3.05486 -1.03063 -1.35302 0.00
H -4.30639 0.79466 -2.66165 0.00
H -2.87055 1.27166 -3.47016 0.00
H -2.69460 3.51030 -2.71640 0.00
H -2.55692 5.24933 -0.99506 0.00
H -2.65280 4.42940 1.48046 0.00
H -2.65265 2.04823 1.80264 0.00
H -1.16680 -2.53397 -3.58142 0.00
H -1.55480 -2.73489 -1.90074 0.00
H 0.85934 -3.65819 -3.96811 0.00
H 3.11964 -4.06439 -3.44099 0.00
H 4.07220 -3.38972 -1.15617 0.00
H 2.84227 -1.65670 -0.01073 0.00
H -1.15671 0.11360 -4.27007 0.00
H 0.30738 -0.56160 -3.63249 0.00
H -0.66088 2.29142 -5.04190 0.00
H 0.67861 4.36759 -4.64260 0.00
H 1.81159 4.58570 -2.39232 0.00
H 1.15490 3.05753 -0.56345 0.00
C 2.01229 -3.37375 2.57123 0.00
C 0.92590 -2.71174 2.06203 0.00
N 0.91682 -1.42586 1.98148 -0.01
C 1.95179 -0.73394 2.53299 0.00
C 3.09621 -1.31975 3.08564 0.00
C 3.06375 -2.67619 3.12091 0.00
C 4.06298 -0.52720 3.87657 0.00
C 4.32577 0.74743 3.91512 0.00
C 3.67065 1.67117 2.89679 0.00
C 2.83961 2.70756 3.38228 0.00
C 1.96660 3.17141 2.43947 0.00
N 2.03517 2.81596 1.15476 0.00
C 3.01993 2.04935 0.76172 0.00
N 3.82975 1.42658 1.59921 0.00
H 2.06017 -4.42473 2.53289 0.00
H 0.08761 -3.21545 1.68344 0.00
H 1.83390 0.31161 2.48728 0.00
H 3.81067 -3.20287 3.66315 0.00
H 4.61883 -1.10479 4.57542 0.00
H 5.01970 1.12350 4.66139 0.00
H 2.71280 3.01572 4.39789 0.00
H 1.21019 3.91543 2.73899 0.00
H 3.11031 1.88915 -0.29939 0.00
S -1.57323 0.19328 3.27988 0.00
C -2.47990 -1.08251 2.79488 0.00
N -3.21844 -1.87748 3.64868 0.00
C -3.98580 -2.93579 3.23324 0.00
C -3.94932 -3.30955 1.91219 0.00
C -3.18415 -2.49473 1.11433 0.00
N -2.41072 -1.50708 1.48856 -0.01
H -3.26500 -1.57392 4.62328 0.00
H -4.50293 -3.37272 4.04054 0.00
H -4.48057 -4.11149 1.47176 0.00
H -3.06537 -2.85444 0.09653 0.00
```